[1]
Density functional theory data (ωB97M-V with the def2-TZVPD basis set) for a molecular structure, C13H5F5NO4RuS in a non-equilibrium geometry.

Each line ends with the Mulliken spin population.
Atoms and positions in Å:
Ru  0.1026  1.0310  -0.1295  0.88
O  2.3893  0.3770  -3.5259  0.00
C  1.8562  0.5009  -2.3560  -0.01
O  0.6726  0.7954  -2.1530  -0.01
C  2.7548  0.2508  -1.1903  0.02
C  4.0872  -0.1226  -1.1999  0.01
C  4.7084  -0.3256  0.0283  0.00
C  3.9923  -0.1642  1.2113  0.01
C  2.6620  0.2120  1.1282  0.02
N  2.0842  0.4163  -0.0538  -0.08
C  1.6552  0.4255  2.2211  -0.02
O  1.9284  0.2887  3.4782  0.00
O  0.5049  0.7328  1.8929  -0.01
H  1.7536  0.5532  -4.2448  0.00
H  4.6178  -0.2532  -2.1332  0.00
H  5.7493  -0.6172  0.0654  0.00
H  4.4806  -0.3357  2.1620  0.00
H  2.8447  0.0451  3.6787  0.00
F  -5.9837  -2.2219  0.3037  0.01
C  -5.0697  -1.3045  0.2028  0.04
C  -3.7190  -1.6936  0.1468  0.01
F  -3.4072  -2.9704  0.1966  0.00
C  -2.7618  -0.7264  0.0407  0.01
F  -1.4734  -1.0896  -0.0157  0.02
C  -3.0892  0.6462  -0.0132  0.01
S  -1.9276  1.8777  -0.1382  0.07
C  -4.4610  1.0000  0.0442  0.03
F  -4.7986  2.2656  -0.0044  0.00
C  -5.4418  0.0390  0.1514  -0.01
F  -6.7110  0.3676  0.2058  0.00

ΔE to the lowest compared entry with this formula, charge and spin = 0.000 eV
charge = +2
LUMO (alpha / beta) = -9.39 / -9.48 eV
HOMO-LUMO gap (alpha / beta) = 6.28 / 6.21 eV
energy = -1845.88373 Ha
spin multiplicity = 2
E_HOMO (alpha / beta) = -15.67 / -15.70 eV

[2]
Density functional theory data (ωB97M-V with the def2-TZVPD basis set) for a molecular structure, C25H55N4O7PSSi2 in a non-equilibrium geometry.

Each line ends with the Löwdin charge.
Atoms and positions in Å:
C  1.9026  -1.2671  4.0001  -0.31
P  1.8083  0.5338  4.4179  0.73
O  3.0305  0.8268  5.5453  -0.38
Si  2.4158  1.7224  2.6237  0.40
C  3.3702  0.5797  1.4478  -0.28
C  3.9966  1.3237  0.2317  -0.17
C  3.4865  0.7389  -1.0911  -0.51
N  4.3382  -0.0855  -1.8686  0.13
O  2.3486  0.9356  -1.4800  0.07
O  1.1309  2.2965  1.7244  -0.36
Si  -0.0299  3.2416  2.4901  0.17
S  -0.4412  4.8574  1.1013  0.50
C  0.5310  4.0701  4.0851  -0.38
N  1.5781  5.1001  3.8940  -0.06
C  -1.6231  2.2527  2.6460  -0.24
C  -1.4418  0.7167  2.5230  -0.20
C  -1.4304  0.1680  1.1064  -0.22
C  -1.7455  -1.1764  0.9478  -0.05
C  -1.7086  -1.7233  -0.3290  -0.11
C  -1.3855  -0.9927  -1.4495  -0.08
C  -1.0766  0.3447  -1.2819  -0.08
C  -1.1095  0.8920  -0.0230  -0.05
H  1.0808  -1.5285  3.3237  0.03
H  2.8748  -1.5596  3.5852  0.03
H  1.7493  -1.8150  4.9362  0.04
H  3.8355  0.4133  5.2038  0.03
H  3.2836  2.8414  3.0383  0.01
H  2.6041  -0.1050  1.0448  0.08
H  4.0870  -0.0557  1.9806  0.07
H  5.0848  1.1880  0.2738  0.10
H  3.7808  2.3968  0.2020  0.11
H  5.2969  -0.0642  -1.5449  0.08
H  3.9883  -1.0304  -1.9502  0.09
H  -1.7913  4.8986  1.0978  -0.19
H  -0.3523  4.6218  4.4516  0.08
H  0.7797  3.3632  4.8938  0.05
H  2.0920  5.2588  4.7479  0.06
H  2.1895  4.8788  3.1224  0.02
H  -2.1576  2.4340  3.5886  0.08
H  -2.3236  2.5606  1.8586  0.07
H  -0.5558  0.3281  3.0411  0.06
H  -2.3052  0.2554  3.0215  0.12
H  -1.9940  -1.7533  1.8320  0.11
H  -1.9473  -2.7777  -0.4616  0.10
H  -1.3405  -1.4043  -2.4532  0.10
H  -0.7834  0.9912  -2.1026  0.10
H  -0.8656  1.9511  0.0437  0.09
C  -3.0420  1.6260  -3.8341  -0.12
O  -1.8815  2.4361  -3.7578  -0.21
C  -1.0523  2.3431  -4.9122  -0.21
C  -1.0657  3.6442  -5.6903  -0.21
N  -2.3569  3.8619  -6.3337  -0.05
C  -2.5276  5.2020  -6.8901  -0.20
C  -2.5262  6.3823  -5.9194  -0.23
O  -3.6356  6.4125  -5.0394  -0.18
C  -3.4901  5.6412  -3.8590  -0.10
H  -3.5264  1.6388  -2.8587  0.09
H  -3.7499  2.0133  -4.5746  0.08
H  -2.7846  0.5910  -4.0771  0.08
H  -1.3307  1.4957  -5.5451  0.12
H  -0.0329  2.1681  -4.5540  0.12
H  -0.2848  3.6133  -6.4559  0.12
H  -0.8247  4.4511  -4.9867  0.11
H  -3.0909  3.7045  -5.6556  0.07
H  -3.4898  5.2045  -7.4091  0.12
H  -1.7592  5.3676  -7.6521  0.12
H  -2.6052  7.2916  -6.5220  0.12
H  -1.5857  6.4698  -5.3630  0.11
H  -2.4527  5.5969  -3.5190  0.09
H  -3.8815  4.6308  -4.0028  0.07
H  -4.0887  6.1126  -3.0784  0.09
C  -0.0761  -8.7376  3.0549  -0.11
O  1.0701  -7.9111  3.1436  -0.20
C  1.8956  -7.9478  1.9841  -0.22
C  1.8541  -6.6217  1.2495  -0.22
N  0.5573  -6.4079  0.6179  -0.05
C  0.3593  -5.0530  0.1051  -0.19
C  0.3407  -3.9034  1.1112  -0.24
O  -0.7733  -3.9265  1.9794  -0.20
C  -0.6148  -4.7319  3.1358  -0.09
H  -0.5476  -8.7572  4.0365  0.09
H  -0.7989  -8.3434  2.3330  0.08
H  0.1957  -9.7608  2.7804  0.09
H  1.6304  -8.7774  1.3228  0.12
H  2.9190  -8.1160  2.3325  0.12
H  2.6324  -6.6126  0.4806  0.12
H  2.0827  -5.8333  1.9787  0.10
H  -0.1711  -6.6014  1.2923  0.07
H  -0.6047  -5.0534  -0.4108  0.12
H  1.1217  -4.8489  -0.6536  0.12
H  0.2398  -2.9714  0.5526  0.10
H  1.2870  -3.8162  1.6608  0.11
H  0.4212  -4.7589  3.4822  0.09
H  -0.9781  -5.7469  2.9573  0.07
H  -1.2325  -4.3034  3.9270  0.09

LUMO = 0.20 eV
HOMO-LUMO gap = 8.60 eV
energy = -3049.84218 Ha
E_HOMO = -8.40 eV

[3]
Density functional theory data (ωB97M-V with the def2-TZVPD basis set) for a molecular structure, C10H18N3O5PTi in a non-equilibrium geometry.

Each line ends with the Mulliken spin population.
Atoms and positions in Å:
O  1.0092  2.7152  -3.7782  0.07
C  0.7853  1.6240  -3.4481  -0.02
Ti  0.3784  -0.3151  -2.7676  1.66
O  2.8066  -1.1106  -4.7115  0.12
C  1.8969  -0.8106  -4.0492  -0.04
C  -1.3596  -0.2285  -3.8209  -0.05
O  -2.3312  -0.1873  -4.4519  0.14
C  0.3620  -2.4196  -2.6737  0.00
O  0.3659  -3.5864  -2.6460  0.06
C  -1.9677  -1.3224  -0.3956  0.02
N  -1.0602  -1.0922  0.7376  0.00
C  -1.4435  -1.6936  2.0090  0.00
P  0.0620  0.0838  0.6150  -0.01
O  0.4737  0.1875  -0.8525  0.06
N  -0.5594  1.5285  1.1222  0.00
C  -0.0651  2.7665  0.5165  0.00
C  -1.8498  1.6666  1.8027  0.00
N  1.3994  -0.3079  1.5032  0.00
C  2.0459  0.7169  2.3293  0.00
C  2.3366  -1.2902  0.9308  0.00
H  -2.9304  -1.6662  -0.0014  0.00
H  -1.5782  -2.0804  -1.0961  0.00
H  -2.1618  -0.3883  -0.9531  -0.01
H  -1.1506  -2.7527  2.0429  0.00
H  -0.9861  -1.1643  2.8544  0.00
H  -2.5324  -1.6364  2.1157  0.00
H  -0.7243  3.1066  -0.2961  0.00
H  -0.0352  3.5295  1.3050  0.00
H  0.9493  2.6400  0.1226  0.00
H  -2.7086  1.5606  1.1218  0.00
H  -1.9665  0.9357  2.6096  0.00
H  -1.8848  2.6692  2.2399  0.00
H  1.8878  0.5412  3.4042  0.00
H  3.1275  0.7158  2.1322  0.00
H  1.6418  1.7096  2.0954  0.00
H  2.5047  -2.1397  1.6060  0.00
H  1.9542  -1.6913  -0.0119  0.01
H  3.3080  -0.8135  0.7376  0.00

ΔE to the lowest compared entry with this formula, charge and spin = 0.000 eV
charge = +2
LUMO (alpha / beta) = -9.73 / -9.86 eV
HOMO-LUMO gap (alpha / beta) = 6.00 / 5.88 eV
energy = -2122.58981 Ha
spin multiplicity = 3
E_HOMO (alpha / beta) = -15.73 / -15.73 eV

[4]
Density functional theory data (ωB97M-V with the def2-TZVPD basis set) for C18H18F2N4O3 in the gas phase in a non-equilibrium geometry.

Each line ends with the Löwdin charge.
Atoms and positions in Å:
C  -2.7741  -2.2978  -0.9772  -0.02
C  -3.9001  -1.5433  -0.3680  -0.30
N  -4.7485  -2.1093  0.4737  0.12
N  -5.6440  -1.1815  0.8019  -0.22
C  -6.7110  -1.4866  1.7094  -0.03
C  -5.3911  -0.0108  0.1861  -0.03
C  -4.2652  -0.1959  -0.5915  -0.16
C  -3.5558  0.8110  -1.4354  -0.10
N  -2.4469  1.4282  -0.7159  -0.07
C  -2.7846  2.3010  0.3811  -0.05
C  -1.1898  1.1222  -1.0863  -0.40
O  -0.9388  0.3484  -2.0015  0.05
C  -0.0600  1.7528  -0.3587  -0.16
C  1.2974  1.4380  -0.6473  0.08
C  2.0018  2.2175  0.2207  -0.23
C  3.4655  2.3819  0.4715  -0.10
O  4.2511  1.4806  -0.2734  -0.01
C  4.1258  0.1366  -0.0949  -0.22
C  4.7820  -0.6495  -1.0464  0.01
C  4.7621  -2.0269  -0.9949  0.00
C  4.0650  -2.6463  0.0280  -0.28
F  4.0327  -3.9896  0.0929  0.07
C  3.4038  -1.9121  0.9915  0.08
C  3.4455  -0.5306  0.9241  -0.19
F  2.7961  0.1440  1.9031  0.07
O  1.1457  2.9410  0.9613  0.04
N  -0.1209  2.6482  0.5964  0.11
H  -3.1235  -2.8366  -1.8582  0.08
H  -1.9779  -1.6246  -1.2831  0.06
H  -2.3896  -3.0260  -0.2681  0.08
H  -6.6548  -0.8566  2.5997  0.09
H  -7.6807  -1.3383  1.2297  0.09
H  -6.6068  -2.5301  1.9985  0.09
H  -6.0226  0.8447  0.3259  0.12
H  -3.1320  0.3305  -2.3198  0.12
H  -4.2488  1.5993  -1.7469  0.13
H  -3.8639  2.2864  0.5120  0.08
H  -2.3109  1.9706  1.3054  0.09
H  -2.4557  3.3221  0.1828  0.09
H  1.6450  0.7451  -1.3829  0.13
H  3.7879  3.3727  0.1318  0.15
H  3.6637  2.3114  1.5491  0.14
H  5.3108  -0.1346  -1.8318  0.13
H  5.2723  -2.6196  -1.7362  0.12
H  2.8630  -2.3932  1.7899  0.14

SMILES = Cc1nn(C)cc1CN(C)C(=O)c1cc(COc2ccc(F)cc2F)on1
ΔE to the lowest compared entry with this formula, charge and spin = 0.653 eV
LUMO = 0.73 eV
HOMO-LUMO gap = 9.55 eV
energy = -1341.12651 Ha
E_HOMO = -8.81 eV